{
  "formula": "C5H12O5",
  "method": "the ωB97M-V functional and the def2-TZVPD basis",
  "symbols": ["C", "C", "C", "O", "C", "C", "O", "O", "H", "H", "H", "H", "H", "H", "H", "H", "H", "H", "H", "H", "O", "O"],
  "positions_angstrom": [[2.721, -2.318, 0.773], [1.966, -1.006, 1.000], [0.750, -0.863, 0.112], [-0.102, -2.032, 0.305], [-0.033, 0.411, 0.196], [-1.202, 0.468, -0.798], [-1.791, 1.736, -0.554], [-2.916, 1.883, -1.422], [3.579, -2.373, 1.462], [2.053, -3.158, 0.986], [3.091, -2.393, -0.248], [1.667, -0.920, 2.034], [2.632, -0.172, 0.744], [1.094, -0.900, -0.903], [-0.515, -1.896, 1.169], [-0.424, 0.562, 1.210], [0.653, 1.251, -0.058], [-0.820, 0.374, -1.813], [-1.850, -0.381, -0.555], [-3.456, 2.799, -1.336], [-3.988, 4.013, -1.125], [-3.109, 4.915, -1.180]],
  "nbo_charge": [-0.6036, -0.4084, 0.0927, -0.7241, -0.4293, -0.0658, -0.2951, -0.4886, 0.2071, 0.2204, 0.2036, 0.1928, 0.2014, 0.1686, 0.4553, 0.2017, 0.2161, 0.1726, 0.1858, 0.4384, -0.0254, 0.0837],
  "homo_lumo_gap_ev": [6.29, 6.23],
  "e_tot_ev": -15608.698,
  "smiles": "CC[C@@H](O)CCOO.O=O",
  "e_lumo_ev": [-2.9, -2.9],
  "e_above_lowest_kcal_mol": 194.50
}